(1)
DFT (ωB97M-V with the def2-TZVPD basis set) results for an isolated molecule of C3H3N3O in a non-equilibrium geometry.

Calculated values
- SMILES = CON(C#N)C#N
- ΔE to the lowest compared entry with this formula, charge and spin (kJ/mol) = 495.2
- strongest force on any atom (hartree/bohr) = 0.13324
- HOMO-LUMO gap (Ha) = 0.4083
- highest occupied orbital energy (eV) = -10.77

Positions of all 10 atoms, in Å:
C 1.1329 1.6076 -0.1139
C 1.5981 -0.7474 0.1320
C -1.5614 -0.4397 0.0547
N 1.5703 2.6528 -0.1325
N 2.3913 -1.5032 0.4912
N 0.6515 0.1535 -0.1705
O -0.5025 -0.1530 -0.8911
H -1.8886 -1.3724 -0.1651
H -2.3614 0.1783 -0.2044
H -1.0303 -0.3764 0.9997


(2)
DFT (ωB97M-V with the def2-TZVPD basis set) results for a cluster of 2 separate species, C3H3N3O in total in a non-equilibrium geometry.

Calculated values
- SMILES = N=C=CC=O.N#N
- ΔE to the lowest compared entry with this formula, charge and spin (kJ/mol) = 80.1
- strongest force on any atom (hartree/bohr) = 0.03703
- HOMO-LUMO gap (Ha) = 0.3742
- highest occupied orbital energy (eV) = -9.65

Positions of all 10 atoms, in Å:
N 2.3082 -0.5263 0.6548
C 1.1498 -0.6636 0.3230
N -0.2929 1.9392 -1.4818
N -1.0616 2.0156 -2.2675
O -1.0308 0.0641 1.9875
C -1.1919 -0.4096 0.8829
C -0.1178 -0.8864 0.0034
H 2.7893 0.3318 0.3946
H -2.2065 -0.4962 0.4441
H -0.3457 -1.3687 -0.9409